Entry 1:
Entry from OMol25: a cluster of 2 separate species, C3H7NO4 in total (wB97M-V/def2-TZVPD).

Geometry as XYZ:
```
15
Properties=species:S:1:pos:R:3:forces:R:3:mulliken_charge:R:1
H 0.461 -0.780 -2.602 -0.25 0.48 0.32 0.258
N 0.859 -0.441 -1.720 -1.84 -0.55 1.56 -0.683
C 0.195 -0.965 -0.720 4.60 -1.83 -1.95 0.102
O 0.813 -1.066 0.501 -1.18 0.82 -0.15 -0.302
C 1.735 -0.033 0.885 0.30 -0.09 -0.18 -0.644
H -0.483 -1.819 -0.848 -0.45 0.70 0.28 0.469
H 2.397 0.233 0.057 -0.18 -0.05 0.06 0.344
H 1.195 0.847 1.236 -0.06 -0.07 -0.08 0.256
H 2.333 -0.434 1.704 -0.21 -0.07 -0.11 0.244
O -2.444 0.235 -0.674 2.10 -0.66 0.28 -0.501
C -1.514 0.602 0.008 -4.44 1.60 4.35 0.599
O -0.931 1.801 -0.096 0.53 -0.86 -0.15 -0.386
O -1.475 0.255 1.533 0.68 0.48 -3.98 -0.443
H -1.306 2.207 -0.899 0.30 -0.22 0.14 0.352
H -1.834 -0.644 1.635 0.11 0.32 -0.38 0.334
```
Positions in Å, forces in eV/Å.

* SMILES string: [H]/N=C/OC.O=C(O)O
* electronic energy: -474.1613 hartree
* highest occupied orbital energy: -10.06 eV
* strongest force on any atom: 0.1248 hartree/bohr
* orbital gap: 9.8 eV
* energy above the lowest of the compared OMol25 structures with the same formula, charge and spin: 78.4 kcal per mole

Entry 2:
Entry from OMol25: a structure of composition C13H34CoIN3O6P (wB97M-V/def2-TZVPD).

Geometry as XYZ:
```
59
Properties=species:S:1:pos:R:3:forces:R:3:mulliken_charge:R:1
Co 0.299 -0.181 0.342 -0.21 -0.12 -0.09 1.428
N 0.795 -0.389 2.372 0.03 0.03 0.03 -0.413
C -0.388 -0.817 3.163 -0.05 -0.09 -0.14 -0.750
C -1.207 -1.774 2.308 0.10 0.13 0.09 -0.414
N -1.506 -1.086 1.028 0.05 0.03 0.14 -0.081
H 1.499 -1.126 2.370 0.00 0.00 0.01 0.312
H 1.233 0.429 2.789 -0.02 0.00 0.02 0.322
H -0.970 0.073 3.403 0.00 0.00 0.00 0.342
H -0.085 -1.287 4.098 -0.03 -0.02 0.01 0.435
H -2.119 -2.072 2.824 -0.01 0.00 0.02 0.547
H -0.632 -2.670 2.075 -0.01 0.00 -0.01 0.235
H -2.223 -0.378 1.174 0.01 0.00 -0.01 0.410
H -1.859 -1.737 0.330 0.02 -0.02 0.01 -0.027
N 1.668 1.333 -2.413 -0.03 0.03 0.02 -0.119
C 2.028 1.709 -1.209 -0.07 -0.08 -0.01 0.622
O 1.696 1.055 -0.176 0.10 -0.06 0.15 -0.658
C 2.831 2.950 -1.023 0.05 0.03 0.00 -1.169
I 1.567 4.389 -0.075 -0.02 0.01 0.00 0.187
H 1.062 0.521 -2.519 0.03 -0.01 0.01 0.177
H 1.955 1.856 -3.226 -0.01 0.00 -0.01 0.236
H 3.177 3.381 -1.956 0.01 -0.01 -0.01 0.501
H 3.664 2.763 -0.351 -0.01 0.01 0.01 0.402
C -2.814 -2.813 -2.034 0.03 0.00 0.01 -1.681
C -1.572 -3.593 -2.422 0.00 -0.03 -0.04 1.606
C -1.776 -5.087 -2.288 0.01 0.00 0.01 -1.494
C -1.063 -3.207 -3.797 -0.01 0.00 0.01 -1.303
O -0.535 -3.270 -1.379 -0.02 0.06 0.06 -0.374
P 0.481 -2.103 -1.342 -0.10 0.27 -0.41 1.469
O -0.183 -0.711 -1.546 0.13 -0.30 0.01 -0.977
O 1.009 -2.000 0.107 0.03 0.17 0.14 -0.975
O 1.600 -2.239 -2.397 -0.04 -0.05 0.06 -0.147
C 2.751 -3.223 -2.427 0.03 0.02 0.00 1.452
C 3.848 -2.618 -1.574 -0.01 0.02 0.00 -1.504
C 2.290 -4.566 -1.900 -0.03 0.00 0.00 -1.300
C 3.130 -3.285 -3.890 -0.01 0.00 -0.02 -1.528
H -3.625 -3.046 -2.724 0.00 0.00 0.00 0.529
H -2.630 -1.738 -2.082 -0.01 -0.01 0.02 0.208
H -3.145 -3.101 -1.033 -0.01 0.02 -0.02 0.339
H -2.562 -5.406 -2.972 0.00 0.00 0.00 0.427
H -2.073 -5.349 -1.273 0.00 0.01 -0.01 0.350
H -0.864 -5.629 -2.537 0.00 0.00 0.00 0.341
H -1.814 -3.489 -4.534 0.01 0.00 -0.01 0.554
H -0.139 -3.731 -4.038 -0.01 0.00 0.00 0.204
H -0.899 -2.131 -3.883 0.00 -0.01 0.01 0.256
H 3.536 -2.533 -0.533 0.00 -0.01 -0.01 0.217
H 4.129 -1.633 -1.950 0.00 -0.01 -0.01 0.324
H 4.728 -3.259 -1.616 0.00 0.00 0.00 0.493
H 1.978 -4.511 -0.856 0.01 0.01 0.00 0.282
H 3.125 -5.264 -1.959 0.00 -0.01 0.00 0.554
H 1.472 -4.967 -2.498 0.01 -0.01 0.00 0.217
H 3.401 -2.297 -4.263 0.00 0.00 0.00 0.343
H 2.310 -3.677 -4.491 0.01 0.00 0.00 0.334
H 3.990 -3.944 -4.012 0.00 0.00 0.00 0.435
C -1.772 1.997 -0.457 -0.01 -0.03 0.00 -0.609
O -0.830 1.606 0.580 0.13 0.01 -0.15 -0.528
H -1.243 2.268 -1.369 0.00 0.00 0.01 0.277
H -2.366 2.834 -0.100 -0.01 0.00 0.01 0.337
H -2.413 1.142 -0.654 0.01 0.00 0.00 0.226
H -0.206 2.346 0.694 -0.07 0.02 0.07 0.121
```
Positions in Å, forces in eV/Å.

* net charge: +2
* electronic energy: -3152.9326 hartree
* highest occupied orbital energy (alpha / beta): -15.60 / -15.59 eV
* expectation value of S²: 6.009
* strongest force on any atom: 0.0097 hartree/bohr
* multiplicity: 5
* orbital gap (alpha / beta): 9.8 / 6.9 eV
* energy above the lowest of the compared OMol25 structures with the same formula, charge and spin: 0.0 kcal per mole